This record from the OMol25 dataset describes 2 unconnected molecules or ions with the total composition C4H12NO2 at a distorted geometry. The level of theory is the ωB97M-V functional and the def2-TZVPD basis.

Atoms and positions in Å:
C1 0.00961 -0.30952 -1.42544
N1 0.05063 -1.19091 -0.24659
C2 -1.09562 -1.15128 0.73933
O1 -0.90380 -0.35984 1.81428
C3 0.69546 1.10058 -1.33183
C4 -0.08788 2.11418 -0.44756
H1 -1.05764 -0.09280 -1.50925
H2 0.44053 -0.73485 -2.34684
H3 0.85591 -0.90048 0.29008
H4 -1.17940 -2.23812 1.00336
H5 -2.02456 -0.92962 0.17717
H6 1.73941 0.98480 -1.02852
H7 0.56761 1.53522 -2.32777
H8 0.51542 3.01450 -0.28495
H9 -0.48665 1.61876 0.44322
H10 -0.89765 2.49127 -1.08165
H11 1.48182 -2.13172 2.14731
H12 0.29014 -1.14133 2.52746
O2 1.08666 -1.67884 2.88818

Values from the calculation:
Multiplicity ... 1
Net charge ... -1
Relative energy (zero: lowest compared OMol25 entry of this formula, charge and spin) ... 0.554 eV



This record from the OMol25 dataset describes 4 unconnected molecules or ions with the total composition H8O4 at a distorted geometry. The level of theory is the ωB97M-V functional and the def2-TZVPD basis.

Atoms and positions in Å:
O1 -18.51200 -23.33300 -4.19200
H1 -19.32300 -23.71900 -4.56200
H2 -17.88500 -23.94300 -4.47200
O2 -20.79000 -24.25100 -5.60200
H3 -21.25600 -24.84100 -6.15700
H4 -21.46000 -23.64700 -5.29700
O3 -22.23000 -22.49300 -3.81600
H5 -22.90600 -21.84000 -3.98500
H6 -21.50400 -21.89900 -3.68500
O4 -19.94000 -22.27600 -7.86300
H7 -19.65900 -23.15200 -7.51300
H8 -19.47300 -22.25800 -8.71700

Values from the calculation:
Multiplicity ... 1
Relative energy (zero: lowest compared OMol25 entry of this formula, charge and spin) ... 0.862 eV



This record from the OMol25 dataset describes a molecular structure, C5H6OS at a distorted geometry. The level of theory is the ωB97M-V functional and the def2-TZVPD basis.

Atoms and positions in Å:
C1 -0.88639 -0.01926 -0.47033
C2 0.12567 1.09301 0.01566
C3 0.00485 -0.77476 0.54764
C4 1.35272 -0.75851 -0.14768
C5 1.45067 0.50083 -0.51440
H1 -2.56602 -0.07058 1.20027
H2 -0.81375 -0.34274 -1.48758
H3 -0.11354 2.15474 -0.06120
H4 -0.29833 -1.64676 1.14662
H5 1.96686 -1.61724 -0.42125
H6 2.35014 0.94821 -1.03942
O1 0.06117 0.50690 1.36684
S1 -2.63404 0.02617 -0.13517

Values from the calculation:
Multiplicity ... 1
Relative energy (zero: lowest compared OMol25 entry of this formula, charge and spin) ... 2.676 eV



This record from the OMol25 dataset describes 2 unconnected molecules or ions with the total composition C16H23FN2O6P at a distorted geometry. The level of theory is the ωB97M-V functional and the def2-TZVPD basis.

Atoms and positions in Å:
C1 5.12398 -1.36528 -0.98764
C2 3.94253 -2.03815 -0.08241
O1 4.63589 -3.02222 0.75921
C3 2.89701 -2.75585 -1.06095
O2 1.51567 -2.28706 -0.91278
C4 1.35315 -0.99208 -1.50802
C5 -0.07139 -0.66512 -2.24483
N1 -0.50301 0.58765 -2.01631
C6 0.56105 1.23383 -1.18789
C7 0.38999 2.68926 -0.60237
C8 -0.68009 3.18476 0.38728
C9 -0.77912 4.60715 0.96482
N2 0.13737 5.60980 0.56581
C10 1.11176 5.20465 -0.37537
C11 1.38276 3.83733 -1.02218
C12 1.08114 0.02689 -0.25813
P1 -0.22304 -0.99683 0.70984
C13 0.62912 -1.62735 2.29506
O3 -1.53930 -0.01928 1.22273
H1 5.61318 -0.55658 -0.33856
H2 4.68816 -0.96522 -1.96275
H3 5.93915 -2.15063 -1.17950
H4 3.49150 -1.27711 0.63615
H5 5.03460 -2.56461 1.53275
H6 2.99997 -3.88761 -0.87708
H7 3.19819 -2.57831 -2.15301
H8 2.18556 -0.65417 -2.22232
H9 -0.62040 -1.47005 -2.86099
H10 -1.38093 0.95002 -2.41307
H11 1.44133 1.34062 -1.93427
H12 -1.47926 2.43255 0.72993
H13 -1.60662 4.86570 1.70506
H14 1.83187 6.03926 -0.71237
H15 2.22847 3.68482 -1.77463
H16 1.98162 0.35314 0.36202
H17 -0.13367 -1.59236 3.14383
H18 1.53539 -0.98885 2.56302
H19 0.88070 -2.72585 2.09815
H20 -1.29534 0.29309 2.12446
C14 -5.78632 -1.94996 0.79120
C15 -4.99107 -0.75297 0.37642
O4 -5.85444 0.32603 0.66372
C16 -6.62456 -0.09396 1.70887
O5 -7.27796 0.63210 2.39462
O6 -6.54874 -1.44524 1.87811
F1 -4.74920 -0.76751 -0.95971
H21 -6.46124 -2.30068 0.00527
H22 -5.15444 -2.78132 1.10732
H23 -4.05098 -0.62644 0.92150

Values from the calculation:
Multiplicity ... 1
Net charge ... +1



This record from the OMol25 dataset describes C3H7O3PS in the gas phase at a distorted geometry. The level of theory is the ωB97M-V functional and the def2-TZVPD basis.

Atoms and positions in Å:
C1 0.42479 1.49809 -1.12113
C2 0.82114 0.11046 -0.62777
C3 0.97590 0.09324 0.90723
O1 -0.34427 0.02366 1.43557
P1 -1.33715 -0.83682 0.55622
O2 -1.11883 -2.33267 1.04578
S1 -3.17296 -0.28355 0.36456
O3 -0.15130 -0.83323 -0.94266
H1 1.24187 2.20419 -0.98593
H2 -0.45172 1.84040 -0.57170
H3 0.16396 1.44584 -2.17737
H4 1.75520 -0.21683 -1.09928
H5 1.53846 -0.78726 1.22661
H6 1.43833 1.00173 1.29440
H7 -1.78344 -2.92725 0.69548

Values from the calculation:
Multiplicity ... 1
Relative energy (zero: lowest compared OMol25 entry of this formula, charge and spin) ... 0.000 eV



This record from the OMol25 dataset describes 28 unconnected molecules or ions with the total composition C2H66N4O27P2 at a distorted geometry. The level of theory is the ωB97M-V functional and the def2-TZVPD basis.

Atoms and positions in Å:
N1 0.60890 2.45625 2.82788
P1 1.06555 1.47229 1.63820
P2 -0.21227 1.49881 -0.13480
C1 -1.84265 2.36244 0.19519
C2 -2.80520 1.68262 1.23173
N2 -4.01545 2.55466 1.34119
N3 -2.27896 1.58442 2.58409
N4 -3.27296 0.38751 0.77257
H1 1.38608 3.10312 2.94071
H2 1.15662 0.10436 2.02241
H3 2.37933 1.84740 1.23306
H4 -0.55714 0.13631 -0.40797
H5 -2.38826 2.35130 -0.77341
H6 -1.68871 3.43055 0.42073
H7 -4.09322 3.02748 0.44239
H8 -3.77150 3.30132 1.98969
H9 -1.53048 0.91377 2.64720
H10 -1.97726 2.50431 2.87590
H11 -3.47167 -0.18584 1.59118
H12 -2.56957 -0.06613 0.20480
O1 -1.10846 3.46203 -3.17431
H13 -1.33600 4.33948 -2.82509
H14 -0.90837 2.94372 -2.38703
O2 -6.75210 3.21241 0.12091
H15 -6.55429 2.95823 -0.78426
H16 -5.96316 2.95434 0.62015
O3 -1.75563 6.26073 -2.82402
H17 -1.83694 6.96923 -2.17886
H18 -1.29879 6.66899 -3.56798
O4 -0.18813 0.91802 -4.49046
H19 -0.42251 1.79190 -4.15154
H20 0.04222 0.41374 -3.70321
O5 -2.47988 -1.71726 2.67013
H21 -1.70322 -1.33792 3.09252
H22 -2.62231 -2.54637 3.14294
O6 1.82994 -1.85933 1.67523
H23 2.04346 -2.12580 0.77277
H24 2.60577 -2.12004 2.18400
O7 1.82031 -4.38257 -0.10906
H25 2.55422 -4.91802 0.21830
H26 1.03608 -4.88269 0.13154
O8 1.94670 0.72766 -2.26648
H27 2.10792 0.33318 -3.12682
H28 2.63127 1.39504 -2.19101
O9 -2.50645 -3.40047 -0.22114
H29 -2.58645 -2.72898 0.46294
H30 -2.12964 -2.93222 -0.98072
O10 -5.13111 -2.90199 4.18218
H31 -4.85398 -2.02242 3.90992
H32 -5.85120 -3.10894 3.57888
O11 -1.00059 -3.31020 -2.88808
H33 -1.47694 -3.79749 -3.56300
H34 -0.08865 -3.59377 -3.00146
O12 4.43086 2.91542 0.80088
H35 4.19236 3.75261 1.22283
H36 5.35753 2.80303 1.02213
O13 -6.25294 -1.97421 1.48446
H37 -5.96934 -1.09262 1.21717
H38 -6.97190 -2.18100 0.88164
O14 -2.23678 -6.43424 -1.07970
H39 -2.29735 -5.48997 -0.88146
H40 -1.89548 -6.81968 -0.27022
O15 3.98877 -0.82463 -3.05253
H41 4.76423 -0.42056 -2.65338
H42 3.86073 -1.63421 -2.54903
O16 -2.96707 4.66880 -5.16675
H43 -2.41021 4.22478 -4.51264
H44 -3.07244 5.55694 -4.81497
O17 0.41097 0.87306 5.80712
H45 1.03801 1.33017 6.37523
H46 0.21039 1.51546 5.11096
O18 0.20156 -5.72287 -4.15657
H47 0.99747 -6.21331 -3.91836
H48 -0.52123 -6.27623 -3.84089
O19 4.37377 -5.90574 1.49019
H49 5.13088 -5.48997 1.90879
H50 4.24643 -6.71457 1.99003
O20 2.74119 2.00218 7.68179
H51 3.51145 2.41113 8.08427
H52 2.61055 1.19267 8.18602
O21 5.85787 3.41124 -2.33024
H53 5.12343 3.11593 -1.78073
H54 6.13212 4.23676 -1.92329
O22 4.72768 -4.69854 3.89857
H55 3.98295 -4.99205 4.42897
H56 4.98576 -3.85959 4.29918
O23 0.76302 -1.94835 -5.01717
H57 1.58691 -1.69646 -4.59087
H58 0.20971 -1.15954 -4.93912
O24 -6.00508 5.38236 -5.80320
H59 -6.46014 4.88152 -6.48405
H60 -5.09450 5.06958 -5.85002
O25 4.16640 -1.67722 4.18017
H61 4.04972 -0.95976 4.81126
H62 4.65568 -1.27380 3.45656
O26 3.01245 -5.72886 -4.71631
H63 3.66195 -5.24012 -4.20426
H64 2.69556 -5.09315 -5.36697
O27 5.20278 5.10878 2.31780
H65 4.95751 5.94022 2.73464
H66 6.13158 4.99948 2.54144

Values from the calculation:
Multiplicity ... 1



This record from the OMol25 dataset describes a molecular structure, C23H45GeNS5ScSi3 at a distorted geometry. The level of theory is the ωB97M-V functional and the def2-TZVPD basis.

Atoms and positions in Å:
Sc1 0.41951 -0.50852 -0.38445
C1 -0.56748 3.41600 0.54975
Si1 -0.85840 2.80440 -1.23667
C2 0.77030 2.79470 -2.24422
C3 -1.92004 4.16935 -2.08146
C4 -1.49779 1.03632 -1.13615
C5 -2.10406 0.77221 0.17832
C6 -3.37563 1.20320 0.58354
C7 -3.85008 0.88925 1.83451
C8 -3.05987 0.12106 2.68542
C9 -1.81219 -0.25614 2.23836
N1 -1.33677 0.05737 1.03422
Si2 -2.64404 0.52849 -2.54201
C10 -4.02867 1.68259 -3.23307
C11 -3.62478 -1.01402 -1.96747
C12 -1.56667 0.18972 -4.08903
H1 0.04383 4.31020 0.60770
H2 -0.07837 2.63420 1.12455
H3 -1.51352 3.63578 1.03563
H4 1.12212 3.79926 -2.45851
H5 0.61586 2.29566 -3.19551
H6 1.56113 2.26467 -1.71606
H7 -1.56179 5.16587 -1.83925
H8 -2.96194 4.11274 -1.78379
H9 -1.88276 4.06520 -3.16063
H10 -3.95773 1.79815 -0.10009
H11 -4.81910 1.23554 2.16325
H12 -3.40485 -0.17905 3.66240
H13 -1.15867 -0.85647 2.85878
H14 -4.60755 2.16547 -2.45189
H15 -4.72450 1.12010 -3.84853
H16 -3.60623 2.46309 -3.85550
H17 -4.47596 -0.72177 -1.35692
H18 -3.00581 -1.66818 -1.36144
H19 -4.00440 -1.59962 -2.79949
H20 -1.19295 1.12187 -4.50358
H21 -2.14402 -0.30181 -4.86513
H22 -0.71226 -0.44108 -3.85569
C13 -1.14108 -3.32661 -3.46491
Si3 -0.25217 -2.92047 -1.76323
C14 1.18416 -4.22264 -1.98957
C15 -1.42968 -3.86453 -0.50133
H23 -1.39330 -4.38562 -3.52058
H24 -0.48711 -3.10885 -4.30780
H25 -2.05836 -2.76811 -3.60963
H26 0.79447 -5.17074 -2.35946
H27 1.69732 -4.42238 -1.05270
H28 1.93217 -3.88032 -2.70254
H29 -2.33903 -4.24922 -0.96038
H30 -1.72487 -3.20949 0.32115
H31 -0.90614 -4.70272 -0.04834
C16 1.85652 -2.22072 5.19929
S1 1.78906 -3.97637 4.70543
C17 2.65071 -3.87936 3.18140
C18 2.19529 -3.23866 2.07282
S2 0.69241 -2.48160 1.90659
S3 3.35678 -3.22840 0.72344
C19 4.56940 -4.25147 1.45105
S4 5.91143 -4.75044 0.65498
S5 4.21530 -4.67368 3.09321
H32 1.30059 -2.13341 6.12588
H33 1.38957 -1.62966 4.41756
H34 2.89195 -1.93263 5.34710
C20 4.78370 1.64824 2.46144
Ge1 2.98662 2.01933 1.62134
C21 3.27528 3.56986 0.38071
C22 1.79147 2.58275 3.14151
C23 2.33964 0.38725 0.70927
H35 5.20784 2.53198 2.92968
H36 5.48668 1.29487 1.71111
H37 4.69139 0.87662 3.22232
H38 3.83881 4.36432 0.86332
H39 2.33259 3.98130 0.03797
H40 3.83637 3.24573 -0.49252
H41 2.36974 2.79716 4.03609
H42 1.09314 1.78315 3.37900
H43 1.21788 3.47092 2.89792
H44 3.22864 0.07923 0.12035
H45 2.35096 -0.31042 1.57112

Values from the calculation:
Multiplicity ... 1
Net charge ... -1



| no. | DFT total energy (eV) | gap between HOMO and LUMO (eV) | highest occupied orbital energy (eV) |
| --- | --- | --- | --- |
| 1 | -9927.6698 | 7.427 | -3.41 |
| 2 | -8319.8138 | 11.449 | -10.86 |
| 3 | -18161.9617 | 10.139 | -9.17 |
| 4 | -44223.5336 | 7.271 | -12.08 |
| 5 | -29492.9264 | 10.148 | -9.56 |
| 6 | -82965.0426 | 7.812 | -8.40 |
| 7 | -181101.0746 | 6.919 | -4.64 |